100
Properties=species:S:1:pos:R:3:forces:R:3 method="wB97M-V/def2-TZVPD" charge=+1 multiplicity=2 homo_ev="-10.0 / -10.0" s_squared=0.775 relative_energy_kcal_mol=0.0 e_tot_ha=-4045.9568
Ir -0.690 -0.476 -0.520 0.7 1.2 -0.9
C 4.539 1.746 0.843 0.0 0.0 0.0
C 3.805 0.460 1.239 0.0 0.0 0.0
C 4.607 -0.356 2.248 0.0 0.0 0.0
P 3.164 -0.403 -0.292 0.0 0.1 0.0
C 4.633 -0.875 -1.337 0.0 -0.1 0.0
C 4.829 0.180 -2.426 0.1 0.0 0.0
C 5.975 -1.187 -0.675 0.0 0.0 0.0
C 2.613 -2.017 0.387 -0.1 0.1 0.1
C 3.380 -3.180 0.408 0.0 0.0 -0.1
C 2.866 -4.373 0.893 0.0 0.0 0.0
C 1.565 -4.435 1.368 0.0 0.0 0.0
C 0.774 -3.299 1.350 -0.1 0.0 -0.1
C 1.299 -2.113 0.859 0.1 0.0 -0.1
N 0.482 -0.930 0.914 -0.3 -0.3 0.4
C 0.523 -0.237 2.146 0.2 0.2 -0.2
C 1.154 -0.787 3.264 0.1 -0.1 0.1
C 1.148 -0.105 4.468 0.0 0.0 0.0
C 0.524 1.127 4.584 0.0 0.0 0.0
C -0.079 1.692 3.470 0.0 0.0 0.0
C -0.079 1.032 2.248 0.0 0.1 0.0
P -0.658 1.680 0.657 -0.1 -0.2 0.0
C -2.261 2.605 0.721 0.0 0.0 0.1
C -3.261 2.003 -0.264 -0.1 0.0 0.0
C -2.876 2.748 2.113 0.0 0.0 0.0
C 0.659 2.955 0.338 0.0 0.0 0.0
C 0.470 4.209 1.195 0.1 0.0 0.0
C 0.844 3.325 -1.127 -0.1 0.0 0.0
H 4.573 2.438 1.686 0.0 0.0 0.0
H 4.055 2.258 0.007 0.0 0.0 0.0
H 5.569 1.539 0.552 0.0 0.0 0.0
H 2.878 0.757 1.743 0.0 0.0 -0.1
H 5.573 -0.658 1.850 0.0 0.0 0.0
H 4.073 -1.253 2.561 0.0 0.0 0.0
H 4.796 0.248 3.139 0.0 0.0 0.0
H 4.274 -1.786 -1.831 0.0 0.0 0.0
H 5.211 1.115 -2.009 0.0 0.0 0.0
H 3.895 0.392 -2.939 -0.1 0.0 -0.1
H 5.552 -0.171 -3.165 0.0 0.0 0.0
H 6.442 -0.285 -0.280 0.0 0.0 0.0
H 6.656 -1.600 -1.422 0.0 0.0 0.0
H 5.902 -1.907 0.137 0.0 0.0 0.0
H 4.387 -3.168 0.016 0.0 0.0 0.0
H 3.483 -5.261 0.891 0.0 0.0 0.0
H 1.161 -5.368 1.737 0.0 0.0 0.0
H -0.252 -3.324 1.698 0.0 0.0 0.0
H 1.640 -1.749 3.206 0.0 0.0 0.0
H 1.629 -0.553 5.327 0.0 0.0 0.0
H 0.514 1.649 5.530 0.0 0.0 0.0
H -0.567 2.650 3.565 0.0 0.0 0.0
H -2.003 3.600 0.347 0.0 0.0 0.0
H -3.688 1.075 0.115 0.0 0.0 0.0
H -2.800 1.793 -1.231 0.0 0.0 0.0
H -4.075 2.711 -0.429 0.0 0.0 0.0
H -2.904 1.794 2.640 0.0 0.0 0.0
H -3.905 3.097 2.013 0.0 0.0 0.0
H -2.343 3.472 2.729 0.0 0.0 0.0
H 1.565 2.448 0.679 0.1 -0.1 0.0
H -0.410 4.780 0.899 0.0 0.0 0.0
H 1.335 4.859 1.049 0.0 0.0 0.0
H 0.407 3.993 2.259 0.0 0.0 0.0
H -0.055 3.784 -1.547 0.0 0.0 0.0
H 1.103 2.450 -1.714 0.1 0.0 0.0
H 1.653 4.054 -1.209 0.0 0.0 0.0
Cl 1.434 -2.887 -2.502 0.2 0.0 0.1
Si -0.499 -2.519 -1.862 -0.2 -0.1 0.2
Cl -1.418 -2.517 -3.746 -0.1 0.2 0.1
Cl -1.225 -4.263 -1.024 0.0 0.1 -0.1
C -1.816 0.952 -4.255 -0.1 0.0 0.0
C -0.480 1.019 -3.614 0.1 0.2 0.0
C 0.674 1.421 -4.470 0.0 -0.1 0.0
O -0.309 0.772 -2.420 -0.4 -0.7 0.1
H -1.923 1.713 -5.026 0.0 0.0 0.0
H -2.597 1.045 -3.508 -0.1 0.0 0.1
H -1.911 -0.027 -4.730 0.0 0.0 0.0
H 0.451 2.359 -4.979 0.0 0.0 0.0
H 0.800 0.663 -5.248 0.0 0.0 0.0
H 1.589 1.508 -3.896 0.1 0.0 0.1
C -6.299 -1.200 -0.960 0.0 0.0 0.0
N -5.155 -0.973 -1.802 0.1 0.0 0.2
C -5.180 0.137 -2.709 0.0 0.0 -0.1
C -3.925 -1.729 -1.623 0.0 0.0 -0.1
C -3.464 -1.842 -0.176 0.0 0.2 -0.1
C -4.292 -2.619 0.635 0.0 0.0 0.1
C -4.200 -2.635 2.013 0.0 0.0 0.0
C -3.271 -1.806 2.613 0.0 0.0 0.0
C -2.381 -1.096 1.822 0.1 0.0 0.0
C -2.386 -1.160 0.425 -0.1 -0.4 0.3
H -7.145 -0.647 -1.366 0.0 0.0 0.0
H -6.164 -0.879 0.081 0.0 0.0 0.0
H -6.583 -2.257 -0.946 0.0 0.0 0.0
H -6.212 0.363 -2.979 0.0 0.0 0.0
H -4.671 -0.124 -3.639 0.1 0.0 -0.1
H -4.740 1.066 -2.320 0.1 0.1 0.0
H -3.161 -1.243 -2.230 0.0 0.0 0.0
H -4.048 -2.745 -2.021 0.1 0.0 0.0
H -5.053 -3.217 0.151 0.0 0.0 0.0
H -4.862 -3.254 2.603 0.0 0.0 0.0
H -3.201 -1.735 3.691 0.0 0.0 0.0
H -1.647 -0.507 2.348 -0.2 -0.1 0.0